[1]
{
  "formula": "C3H6N2O2",
  "method": "the ωB97M-V functional and the def2-TZVPD basis",
  "species": ["C", "C", "C", "H", "H", "H", "H", "H", "H", "N", "N", "O", "O"],
  "positions_angstrom": [[1.99053, -1.21368, 0.28983], [-0.35026, 1.43553, -0.64302], [-0.50985, -0.79660, 0.67264], [2.02614, -1.71718, 1.27233], [2.24076, -2.06238, -0.34619], [2.82591, -0.46980, 0.22922], [-0.30849, 1.68688, -1.71929], [-0.22269, 2.22269, 0.10722], [-0.63368, -1.51638, 1.51072], [0.63482, -0.68622, 0.00701], [-1.62973, -0.08978, 0.66507], [0.81638, 0.63329, -0.44935], [-1.53464, 0.70879, -0.51006]],
  "energy_ev": -10278.51066,
  "de_lowest_kcal_mol": 145.0,
  "homo_energy_ev": -8.633,
  "orbital_gap_ev": 9.4990,
  "e_lumo_ev": 0.87,
  "smiles": "CN1C=NOCO1"
}

***

[2]
{
  "formula": "C3H6N2O2",
  "method": "the ωB97M-V functional and the def2-TZVPD basis",
  "species": ["C", "C", "N", "C", "O", "N", "O", "H", "H", "H", "H", "H", "H"],
  "positions_angstrom": [[1.01016, 0.87819, -0.00225], [-0.32032, 0.20589, -1.32595], [-0.07337, -1.42548, 0.85173], [0.16778, -0.42091, 1.68741], [-1.49131, 0.84972, -1.11461], [0.56549, 0.75808, 1.26935], [0.05515, -0.09850, -2.42971], [-1.95110, 0.95858, -1.96685], [-0.17692, -1.04960, -0.23569], [-0.53391, -2.24569, 1.22065], [1.13284, 1.90729, -0.33508], [1.77634, 0.17493, -0.33884], [-0.16082, -0.49251, 2.71984]],
  "energy_ev": -10281.37560,
  "de_lowest_kcal_mol": 78.9,
  "homo_energy_ev": -8.745,
  "orbital_gap_ev": 9.0193,
  "e_lumo_ev": 0.27
}

***

[3]
{
  "formula": "C3H6N2O2",
  "method": "the ωB97M-V functional and the def2-TZVPD basis",
  "species": ["N", "C", "O", "C", "O", "C", "N", "H", "H", "H", "H", "H", "H"],
  "positions_angstrom": [[-2.06525, -0.10489, -0.24431], [-0.69586, -0.15727, 0.05335], [-0.02277, 0.68782, -0.82388], [-0.05209, -1.35192, 0.57395], [-0.21971, -0.16341, 1.38584], [1.24693, 1.04790, -0.47801], [2.15340, 0.98073, -1.34987], [-2.42925, 0.83959, -0.21838], [-2.61054, -0.72519, 0.33800], [0.97007, -1.57221, 0.26409], [-0.64323, -2.20785, 0.89918], [1.34372, 1.39878, 0.55292], [3.02460, 1.32792, -0.95286]],
  "energy_ev": -10281.77733,
  "de_lowest_kcal_mol": 69.6,
  "homo_energy_ev": -9.986,
  "orbital_gap_ev": 10.9129,
  "e_lumo_ev": 0.93,
  "smiles": "[H]/N=C/O[C@@]1(N)CO1"
}

***

[4]
{
  "formula": "C3H6N2O2",
  "method": "the ωB97M-V functional and the def2-TZVPD basis",
  "species": ["C", "C", "C", "N", "N", "O", "O", "H", "H", "H", "H", "H", "H"],
  "positions_angstrom": [[-2.76196, 3.29054, -4.03494], [-0.98470, -0.43001, 3.50241], [-1.16229, -1.72057, 2.71000], [0.06984, -0.78678, 2.58318], [3.63888, -0.88792, -1.79969], [-2.06076, 3.33620, -4.93947], [-3.46924, 3.26850, -3.13830], [-1.67415, 0.41239, 3.25870], [-0.62702, -0.53789, 4.51558], [-1.49960, -2.72215, 2.56152], [3.98269, -1.32418, -0.94582], [3.81865, -1.47902, -2.55940], [2.72966, -0.41910, -1.71377]],
  "energy_ev": -10279.52356,
  "de_lowest_kcal_mol": 121.6,
  "homo_energy_ev": [-9.473, -9.473],
  "orbital_gap_ev": [9.2600, 9.2607],
  "e_lumo_ev": [-0.21, -0.21],
  "smiles": "C1=NC1.O=C=O.N"
}

***

[5]
{
  "formula": "C3H6N2O2",
  "method": "the ωB97M-V functional and the def2-TZVPD basis",
  "species": ["C", "C", "C", "H", "H", "H", "H", "H", "H", "N", "N", "O", "O"],
  "positions_angstrom": [[1.11372, -0.62941, -1.57839], [0.00145, -0.59182, -0.60945], [-0.14424, 1.46188, 2.02318], [1.96709, -1.05872, -1.17958], [0.86838, -1.10455, -2.58988], [1.28209, 0.37911, -2.02816], [-0.58429, 1.72046, 2.93022], [0.79229, 2.02013, 1.67860], [-1.88343, -0.61108, 0.63380], [-0.52925, 0.48152, 1.34354], [-1.05215, -1.28313, -0.82800], [0.24749, 0.42635, 0.25054], [-2.07914, -1.21076, -0.04642]],
  "energy_ev": -10278.89629,
  "de_lowest_kcal_mol": 136.1,
  "homo_energy_ev": -8.830,
  "orbital_gap_ev": 9.6819,
  "e_lumo_ev": 0.85,
  "smiles": "C=NO/C(C)=N\\O"
}

***

[6]
{
  "formula": "C3H6N2O2PS2",
  "method": "the ωB97M-V functional and the def2-TZVPD basis",
  "species": ["C", "C", "C", "N", "N", "O", "O", "P", "S", "S", "H", "H", "H", "H", "H", "H"],
  "positions_angstrom": [[0.51901, -0.06499, 0.82608], [0.54459, -0.76800, -1.51110], [-0.96076, 1.70222, 1.21362], [-0.07048, 1.20650, 0.48013], [0.09007, -1.00278, -0.18918], [0.16048, -0.51175, 2.05722], [1.92059, 0.08450, 0.82965], [3.01956, 0.46798, -0.33532], [4.66235, -0.34027, 0.31174], [-0.04970, -2.62744, 0.31456], [0.22478, 0.22254, -1.84309], [1.66402, -0.79654, -1.58430], [0.14474, -1.54445, -2.15989], [-1.39091, 2.64419, 0.90038], [-1.33115, 1.24019, 2.12689], [0.09339, -1.50599, 1.94149]],
  "energy_ev": -41243.58084,
  "de_lowest_kcal_mol": 5.2,
  "homo_energy_ev": [-2.710, -2.710],
  "orbital_gap_ev": [5.4565, 5.4557],
  "e_lumo_ev": [2.75, 2.75],
  "total_charge": -1,
  "smiles": "C=N[C@](O)(OP=S)N(C)[S-]"
}

***

[7]
{
  "formula": "C3H6N2O2S",
  "method": "the ωB97M-V functional and the def2-TZVPD basis",
  "species": ["C", "C", "C", "N", "N", "O", "O", "S", "H", "H", "H", "H", "H", "H"],
  "positions_angstrom": [[-2.35049, 1.58876, -0.14514], [2.38074, -0.14379, 0.58430], [1.04134, -0.54714, -0.08833], [-2.72218, 0.60704, -0.95304], [-1.95640, 2.26048, 0.67829], [-1.87172, -0.70052, -0.82239], [-0.01177, -0.68577, 0.83803], [-1.41511, -1.34745, 0.42690], [2.45044, 0.85412, 0.80422], [2.52609, -0.64807, 1.55205], [3.24687, -0.45939, -0.10952], [1.33293, -1.61395, -0.45921], [0.84471, 0.28779, -0.77630], [-3.49545, 0.54788, -1.52986]],
  "energy_ev": -21113.62602,
  "de_lowest_kcal_mol": 143.5,
  "homo_energy_ev": [-8.931, -8.931],
  "orbital_gap_ev": [8.8683, 8.8690],
  "e_lumo_ev": [-0.06, -0.06],
  "smiles": "CCOSONC#N"
}

***

[8]
{
  "formula": "C3H6N2O2S",
  "method": "the ωB97M-V functional and the def2-TZVPD basis",
  "species": ["C", "C", "C", "H", "H", "H", "H", "H", "H", "N", "N", "O", "O", "S"],
  "positions_angstrom": [[-0.42116, 2.63980, -0.15523], [0.12883, -0.67953, -0.06019], [1.15206, -1.44358, 0.28264], [0.23640, 2.82170, -0.98247], [-0.24049, 2.95159, 0.76507], [-1.36745, 2.98314, -0.62601], [-1.82144, -0.63513, -0.64516], [-1.43110, -2.33868, -0.04474], [1.58707, -3.08832, 0.73373], [0.52682, 0.58804, 0.01715], [-1.05287, -1.16945, -0.28957], [-0.67677, 1.22948, -0.32663], [0.72489, -2.77069, 0.51539], [2.65521, -1.08838, 0.81603]],
  "energy_ev": -21114.05698,
  "de_lowest_kcal_mol": 133.6,
  "homo_energy_ev": -8.441,
  "orbital_gap_ev": 7.8630,
  "e_lumo_ev": -0.58,
  "smiles": "CO/N=C(\\N)C(O)=S"
}

***

[9]
{
  "formula": "C3H6N2O2S",
  "method": "the ωB97M-V functional and the def2-TZVPD basis",
  "species": ["C", "C", "C", "H", "H", "H", "H", "H", "H", "N", "N", "O", "O", "S"],
  "positions_angstrom": [[-0.26750, 1.83490, -0.29566], [-0.04292, -0.74057, 0.09985], [1.17490, -1.76551, -0.00745], [-1.12667, 1.36614, -0.75035], [-0.47942, 2.43351, 0.73382], [0.16548, 2.54534, -1.18917], [2.48447, 0.50567, 0.69304], [0.97859, -2.93717, -0.03059], [-3.40506, -1.67084, -0.40312], [0.57830, 0.59629, -0.18841], [-1.21239, -1.18090, 0.32726], [1.51390, 0.92933, 0.88354], [2.38737, -1.44572, -0.11108], [-2.74904, -0.47046, 0.23831]],
  "energy_ev": -21113.52003,
  "de_lowest_kcal_mol": 146.0,
  "homo_energy_ev": -9.219,
  "orbital_gap_ev": 8.7339,
  "e_lumo_ev": -0.48,
  "smiles": "CN(O)/C(C=O)=N\\S"
}

***

[10]
{
  "formula": "C3H6N2O2S",
  "method": "the ωB97M-V functional and the def2-TZVPD basis",
  "species": ["C", "C", "C", "H", "H", "H", "H", "H", "H", "N", "N", "O", "O", "S"],
  "positions_angstrom": [[0.01802, -1.51115, 0.32445], [0.67433, 0.48446, -1.01334], [-0.65919, 1.78478, 1.74658], [-0.98094, -1.76348, 0.77207], [0.45248, -0.99307, 1.17699], [0.59480, -2.49557, 0.03582], [-0.10137, -0.74447, -2.68472], [-1.54967, 2.10853, 2.36768], [0.63585, 1.61665, 2.28091], [-0.00384, -0.63990, -0.92987], [-0.82438, 1.47996, 0.41884], [0.04376, -1.57722, -2.01833], [0.54422, 1.26804, 0.04918], [1.15593, 0.98246, -2.52625]],
  "energy_ev": -21112.09508,
  "de_lowest_kcal_mol": 178.8,
  "homo_energy_ev": -8.783,
  "orbital_gap_ev": 8.8307,
  "e_lumo_ev": 0.05
}